# 1
A 11-piece molecular cluster, C5H29N2O10 overall in a non-equilibrium geometry. Source: the Open Molecules 2025 dataset; level of theory: the ωB97M-V functional and the def2-TZVPD basis.

Results
Energy above the lowest of the compared OMol25 structures with the same formula, charge and spin in kcal/mol: 21.62
Charge: +1
Kohn-Sham gap in eV: 10.2

CARTESIAN COORDINATES (ANGSTROEM)
C 2.040 -2.016 -2.604
C 2.650 -0.720 -2.052
C 1.644 0.363 -1.846
C 0.882 0.686 -0.791
N 0.016 1.710 -1.139
C 0.310 2.059 -2.372
N 1.220 1.227 -2.858
H 1.584 -2.506 -1.737
H 2.837 -2.738 -2.796
H 1.298 -1.957 -3.390
H 3.504 -0.256 -2.545
H 2.978 -1.016 -1.056
H 0.959 0.369 0.228
H -0.426 2.329 -0.472
H -0.196 2.700 -3.070
H 1.724 1.325 -3.725
H -1.466 0.297 -4.247
H -2.548 0.523 -3.269
O -1.605 0.720 -3.389
H -0.339 1.769 2.754
H 0.114 2.204 4.094
O -0.211 1.413 3.646
H 1.422 -0.487 3.679
H 2.351 -0.950 2.555
O 1.428 -0.752 2.754
H 0.863 4.592 0.290
H 2.196 4.294 0.544
O 1.621 4.314 -0.240
H -2.337 0.526 3.285
H -3.828 0.337 3.333
O -3.156 0.913 2.951
H -0.325 -0.292 1.866
H -1.047 -1.596 1.956
O -0.935 -0.843 1.353
H -4.303 -0.965 -1.650
H -4.119 0.625 -1.072
O -4.209 -0.024 -1.765
H -1.161 -4.062 1.809
H -0.261 -3.892 3.069
O -0.570 -3.456 2.267
H 2.032 -3.970 0.205
H 1.319 -3.399 1.417
O 2.199 -3.494 1.025
H -2.627 1.885 1.235
H -1.652 0.645 1.018
O -1.872 1.569 0.752

These are the Mulliken partial charges, in e, on atoms 1 to 4: -0.9372, -0.8623, 0.1013, -0.0777

***

# 2
A 9-piece molecular cluster, C5H29N2O8 overall in a non-equilibrium geometry. Source: the Open Molecules 2025 dataset; level of theory: the ωB97M-V functional and the def2-TZVPD basis.

Results
Energy above the lowest of the compared OMol25 structures with the same formula, charge and spin in kcal/mol: 154.79
Charge: +1
Kohn-Sham gap in eV: 9.4

CARTESIAN COORDINATES (ANGSTROEM)
C -0.256 0.675 -2.537
C -1.781 0.507 -1.981
C -1.944 -0.642 -1.125
C -2.674 -1.719 -1.444
C -1.872 -0.563 1.349
N -1.082 -0.652 0.103
N 0.585 0.982 -1.308
H -0.145 1.618 -3.239
H 0.060 -0.258 -2.987
H -2.136 1.534 -1.730
H -2.341 0.627 -2.943
H -2.926 -2.691 -1.030
H -3.148 -1.655 -2.522
H -2.728 -0.002 1.378
H -1.158 -0.150 2.010
H -2.080 -1.639 1.894
H -0.592 -1.633 0.216
H 0.120 1.601 -0.699
H 0.777 0.107 -0.867
H 1.505 1.347 -1.577
H 1.094 -4.103 2.684
H 0.246 -3.172 2.188
O 0.142 -3.769 2.878
H 1.945 -1.378 1.248
H 2.485 -1.776 -0.051
O 1.694 -1.461 0.415
H 3.875 0.664 2.848
H 3.342 -0.452 2.078
O 3.173 0.415 2.177
H 3.425 1.257 0.093
H 4.364 2.228 -0.529
O 3.614 1.466 -0.736
H -3.390 3.540 1.332
H -2.321 4.582 0.834
O -2.929 3.913 0.658
H -2.428 -0.464 -4.540
H -1.193 0.344 -4.905
O -2.024 0.519 -4.683
H 2.179 -1.163 3.835
H 1.411 -2.476 3.485
O 2.109 -1.911 3.151
H 1.553 1.912 1.818
H 0.025 2.217 1.739
O 0.823 1.773 1.243

These are the Mulliken partial charges, in e, on atoms 1 to 4: -0.6841, -0.6098, 0.3813, -1.0216

***

# 3
A 10-piece molecular cluster, C5H29NO10 overall in a non-equilibrium geometry. Source: the Open Molecules 2025 dataset; level of theory: the ωB97M-V functional and the def2-TZVPD basis.

Results
Energy above the lowest of the compared OMol25 structures with the same formula, charge and spin in kcal/mol: 104.48
SMILES: C=NCCCCO.O.O.O.O.O.O.O.O.O
Charge: 0
Kohn-Sham gap in eV: 10.0

CARTESIAN COORDINATES (ANGSTROEM)
C -2.026 -1.085 3.024
O -1.543 -2.125 2.163
C -1.171 0.145 3.223
C -0.784 0.914 1.956
C -1.790 1.488 0.947
C -2.721 -0.415 -0.038
N -2.911 0.718 0.475
H -3.044 -0.811 2.721
H -2.191 -1.688 3.929
H -2.016 -2.274 1.350
H -1.703 0.703 3.989
H -0.185 -0.156 3.634
H -0.201 1.741 2.368
H -0.050 0.261 1.438
H -2.170 2.389 1.435
H -1.090 1.733 0.133
H -3.642 -0.969 -0.290
H -1.860 -1.012 -0.394
H 2.948 0.567 -2.493
H 3.821 -0.609 -2.559
O 3.266 -0.090 -3.167
H 1.848 -1.351 -3.718
H 0.497 -1.517 -4.401
O 0.989 -1.809 -3.622
H 3.336 0.873 0.183
H 3.244 2.487 0.400
O 3.770 1.720 0.205
H 1.035 2.617 1.492
H 1.288 3.517 2.556
O 1.812 3.065 1.866
H 1.380 -0.277 -1.611
H 0.856 1.166 -1.229
O 1.650 0.597 -1.274
H 0.310 -2.178 -1.860
H 0.102 -3.221 -0.787
O -0.310 -2.411 -1.139
H -0.493 4.266 -1.076
H 0.790 4.112 -0.252
O 0.183 3.639 -0.825
H -2.029 -0.307 -2.350
H -1.480 -1.473 -3.189
O -1.715 -0.537 -3.212
H 0.129 -4.308 1.346
H 0.392 -3.083 2.071
O 0.811 -3.627 1.397

These are the Mulliken partial charges, in e, on atoms 1 to 4: -0.7804, -0.4139, -0.7990, -0.0927